This record from the Open Molecules 2025 dataset describes a molecular structure, C18H33N3O3SbTi. The level of theory is ωB97M-V with the def2-TZVPD basis set.

charge = +2
HOMO energy (spin up / spin down) = -14.0986 / -14.0992 eV
E_LUMO (spin up / spin down) = -7.693 / -7.363 eV
energy relative to the best compared isomer or geometry (same formula, charge and spin) = 1.6 kcal per mole
multiplicity = 2
orbital gap (spin up / spin down) = 6.4053 / 6.7362 eV

Geometry (Å):
Ti (0.1206, 1.1455, -1.0072)
N (1.0455, 2.6571, 0.3545)
C (0.0505, 3.7539, 0.5686)
C (-1.3427, 3.1537, 0.4498)
O (-2.3118, 3.5186, 1.0143)
O (-1.3061, 2.1144, -0.4439)
H (1.2437, 2.2076, 1.2475)
H (1.9360, 3.0496, 0.0587)
H (0.1577, 4.4843, -0.2347)
H (0.1855, 4.2675, 1.5168)
C (-1.7260, -1.8376, 6.0769)
C (-2.1679, -2.9687, 5.1562)
N (-2.3373, -2.5652, 3.7477)
C (-3.6884, -2.2548, 3.2748)
C (-4.1850, -0.8827, 3.7116)
C (-1.2168, -2.3567, 3.0480)
O (-0.0821, -2.4156, 3.5024)
C (-1.2692, -2.0616, 1.5596)
C (-1.8725, -2.8682, 0.6011)
C (-1.6664, -2.6075, -0.7516)
C (-0.8605, -1.5495, -1.0951)
N (-0.2641, -0.7654, -0.1742)
C (-0.4571, -1.0299, 1.1244)
H (-1.6148, -2.2223, 7.0901)
H (-2.4546, -1.0287, 6.1028)
H (-0.7632, -1.4432, 5.7584)
H (-3.1229, -3.3804, 5.4801)
H (-1.4283, -3.7676, 5.1803)
H (-4.3517, -3.0308, 3.6565)
H (-3.7216, -2.3232, 2.1906)
H (-4.2449, -0.8108, 4.7958)
H (-5.1827, -0.7073, 3.3096)
H (-3.5228, -0.0933, 3.3498)
H (-2.4819, -3.7102, 0.9033)
H (-2.1147, -3.2251, -1.5165)
H (-0.6660, -1.3194, -2.1420)
H (0.0707, -0.4235, 1.8494)
C (1.7369, -1.8442, -3.9657)
C (2.9171, -0.8864, -3.8433)
Sb (2.5941, 0.5930, -2.3318)
C (4.1759, 2.0139, -2.6119)
C (4.7528, 2.0054, -4.0237)
C (0.9471, 1.7322, -3.3567)
C (1.1916, 3.2401, -3.4850)
H (1.9404, -2.5726, -4.7506)
H (0.8163, -1.3252, -4.2449)
H (1.5666, -2.3982, -3.0414)
H (3.1058, -0.3423, -4.7682)
H (3.8333, -1.4046, -3.5612)
H (4.9295, 1.7500, -1.8704)
H (3.7656, 2.9863, -2.3389)
H (5.1934, 1.0408, -4.2732)
H (5.5462, 2.7507, -4.0860)
H (4.0104, 2.2480, -4.7847)
H (-0.1158, 1.5725, -3.0711)
H (0.9428, 1.2446, -4.3336)
H (1.2588, 3.7395, -2.5144)
H (0.3848, 3.7166, -4.0410)
H (2.1201, 3.4369, -4.0168)

natural (NBO) atomic charge list, values in e, 4 entries: Ti 1.6161; N -0.8633; C -0.3417; C 0.7664

=====

This record from the Open Molecules 2025 dataset describes a molecular structure, C18H34N2NbO8S in a non-equilibrium geometry. The level of theory is ωB97M-V with the def2-TZVPD basis set.

charge = -1
HOMO energy = -4.3484 eV
E_LUMO = 2.160 eV
multiplicity = 1
orbital gap = 6.5084 eV

Geometry (Å):
O (4.2203, -2.7691, 2.7667)
C (3.1174, -3.0663, 3.1682)
O (2.3045, -3.9917, 2.6662)
C (2.7931, -4.6267, 1.4768)
C (2.4817, -3.9111, 0.1432)
Nb (0.8826, -2.2935, 0.1107)
C (-0.6565, -3.7483, -0.8105)
C (-2.0928, -3.5130, -0.3214)
S (-3.0959, -5.0519, -0.2138)
C (-4.2535, -4.6300, 1.0456)
N (-4.7224, -5.3321, 2.0032)
N (-5.5637, -4.4743, 2.7020)
C (-5.5316, -3.3503, 2.1258)
O (-4.7176, -3.3541, 1.0372)
C (-0.5028, -0.5081, 0.0072)
C (-0.5113, 0.1475, 1.4529)
C (-1.4970, 1.3472, 1.6627)
O (-1.6734, -0.0357, 2.2088)
H (2.7232, -2.5713, 4.0710)
H (2.3109, -5.6080, 1.4402)
H (3.8656, -4.8378, 1.5187)
H (2.1450, -4.6868, -0.5631)
H (3.3965, -3.5019, -0.3067)
H (1.4908, -1.8209, -1.5819)
H (2.1185, -1.2029, 0.9113)
H (0.1419, -2.7183, 1.7276)
H (-0.5981, -3.7351, -1.9058)
H (-0.3388, -4.7451, -0.4625)
H (-2.6058, -2.8193, -0.9916)
H (-2.0526, -3.0508, 0.6686)
H (-6.0558, -2.4671, 2.4484)
H (-0.1467, 0.3021, -0.6266)
H (-1.5552, -0.7259, -0.2139)
H (0.4418, 0.2075, 1.9692)
H (-1.3830, 1.9797, 2.5372)
H (-2.3486, 1.3547, 0.9954)
O (2.2299, 0.7612, -0.6436)
C (3.1859, 1.4556, -0.7986)
O (4.2569, 1.3117, 0.0188)
C (5.5060, 1.9552, -0.1956)
C (5.5199, 3.3544, 0.3881)
C (3.1975, 2.5580, -1.8366)
H (5.7750, 1.9446, -1.2541)
H (6.2452, 1.3407, 0.3179)
H (4.7810, 3.9967, -0.0926)
H (6.5042, 3.8110, 0.2684)
H (5.2739, 3.3219, 1.4497)
H (2.7257, 3.4453, -1.4156)
H (2.6204, 2.2198, -2.6942)
H (4.1903, 2.8129, -2.2048)
O (-1.4177, 2.1695, -1.3659)
C (-2.0996, 3.0775, -1.7336)
O (-2.2603, 4.1585, -0.9322)
C (-2.8992, 5.3618, -1.3483)
C (-4.4032, 5.2809, -1.1799)
C (-2.8625, 3.0110, -3.0383)
H (-2.6091, 5.6259, -2.3673)
H (-2.5034, 6.1440, -0.7010)
H (-4.8347, 4.4974, -1.8034)
H (-4.8706, 6.2304, -1.4459)
H (-4.6545, 5.0424, -0.1463)
H (-3.8010, 2.4831, -2.8734)
H (-2.2617, 2.4543, -3.7536)
H (-3.0651, 3.9828, -3.4852)

natural (NBO) atomic charge list, values in e, 4 entries: O -0.6150; C 0.6607; O -0.4933; C -0.0950

=====

This record from the Open Molecules 2025 dataset describes C18H34N2O6 in the gas phase. The level of theory is ωB97M-V with the def2-TZVPD basis set.

SMILES string = CC(C)(C)OC(=O)NCCCC(CCCNC(=O)OC(C)(C)C)C(=O)O
HOMO energy = -9.0481 eV
E_LUMO = 0.488 eV
energy relative to the best compared isomer or geometry (same formula, charge and spin) = 0.9 kcal per mole
multiplicity = 1
orbital gap = 9.5356 eV

Geometry (Å):
C (-6.7348, -0.2556, 1.3575)
C (-6.3990, 0.8564, 0.3623)
C (-7.2289, 0.7138, -0.9142)
C (-6.6301, 2.2287, 0.9978)
O (-4.9900, 0.8454, 0.0511)
C (-4.4296, -0.2280, -0.5477)
O (-4.9942, -1.2589, -0.8390)
N (-3.1301, 0.0249, -0.7985)
C (-2.2412, -0.9824, -1.3175)
C (-1.7000, -1.9076, -0.2208)
C (-0.9020, -1.2078, 0.8825)
C (0.4517, -0.5731, 0.5097)
C (1.2362, -1.3195, -0.5825)
C (1.8071, -2.6583, -0.1081)
C (2.9718, -2.5016, 0.8756)
N (4.1151, -1.8412, 0.2881)
C (4.3383, -0.5160, 0.4033)
O (3.6186, 0.2302, 1.0438)
O (5.4377, -0.1745, -0.2693)
C (5.9215, 1.1968, -0.2851)
C (7.1991, 1.1165, -1.1213)
C (6.2375, 1.6649, 1.1338)
C (4.9017, 2.1146, -0.9580)
C (0.3224, 0.8962, 0.1091)
O (-0.7074, 1.4273, -0.2133)
O (1.4574, 1.5866, 0.1460)
H (-7.7797, -0.1871, 1.6473)
H (-6.1135, -0.1605, 2.2457)
H (-6.5542, -1.2260, 0.9037)
H (-8.2855, 0.8087, -0.6791)
H (-6.9522, 1.4888, -1.6257)
H (-7.0508, -0.2579, -1.3664)
H (-7.6752, 2.3420, 1.2707)
H (-6.3567, 3.0124, 0.2965)
H (-6.0151, 2.3344, 1.8875)
H (-2.7064, 0.8745, -0.4545)
H (-2.8063, -1.5874, -2.0324)
H (-1.4319, -0.4679, -1.8369)
H (-2.5624, -2.3825, 0.2520)
H (-1.1082, -2.6978, -0.6844)
H (-1.5274, -0.4227, 1.3120)
H (-0.7225, -1.9449, 1.6690)
H (1.0654, -0.5609, 1.4185)
H (0.5872, -1.4900, -1.4406)
H (2.0623, -0.6939, -0.9292)
H (1.0270, -3.2456, 0.3757)
H (2.1588, -3.2179, -0.9781)
H (2.6673, -1.9031, 1.7363)
H (3.2881, -3.4852, 1.2313)
H (4.7267, -2.3644, -0.3173)
H (7.8988, 0.4197, -0.6675)
H (6.9675, 0.7700, -2.1249)
H (7.6636, 2.0957, -1.1826)
H (6.9466, 0.9863, 1.6034)
H (6.6718, 2.6597, 1.0988)
H (5.3324, 1.6985, 1.7337)
H (4.0205, 2.2454, -0.3368)
H (4.5985, 1.6984, -1.9165)
H (5.3516, 3.0883, -1.1287)
H (2.2167, 1.0828, 0.5223)

natural (NBO) atomic charge list, values in e, 4 entries: C -0.6441; C 0.2723; C -0.6446; C -0.6123

=====

This record from the Open Molecules 2025 dataset describes C18H34N2O6S in the gas phase in a non-equilibrium geometry. The level of theory is ωB97M-V with the def2-TZVPD basis set.

HOMO energy = -9.7529 eV
E_LUMO = 0.455 eV
energy relative to the best compared isomer or geometry (same formula, charge and spin) = 174.6 kcal per mole
multiplicity = 1
orbital gap = 10.2081 eV

Geometry (Å):
C (2.4075, -3.1691, 0.0944)
O (2.6186, -2.6040, -1.2243)
C (3.9889, -2.2018, -1.4429)
C (4.1952, -0.6104, -1.2826)
C (4.0407, -0.2147, 0.2825)
C (2.5323, 0.2871, 0.6570)
C (2.6333, 1.7279, 1.3558)
C (1.3113, 2.6615, 1.1270)
C (0.1600, 2.4327, 2.2133)
C (-0.9274, 1.3030, 1.8956)
C (-1.1315, 0.9178, 0.3584)
C (-1.9172, 2.1587, -0.3244)
C (-1.5877, 2.3135, -1.9175)
N (-0.7525, 3.5655, -2.1138)
C (-3.4850, 2.2133, 0.0070)
O (-4.3084, 1.2824, -0.7489)
S (-4.4957, -0.1409, 0.1340)
O (-5.5138, 0.1986, 1.2148)
O (-3.0983, -0.5721, 0.9637)
C (-1.8966, -0.5139, 0.1558)
C (-2.0723, -0.9303, -1.3839)
C (-2.6417, -2.4124, -1.6129)
N (-1.8475, -3.4406, -1.8497)
C (-0.8943, -1.6436, 0.7896)
C (-1.7385, -2.6972, 1.6912)
O (-1.9582, -2.4667, 2.9125)
O (-2.2643, -3.9136, 1.1695)
H (1.7537, -2.4377, 0.6788)
H (3.3579, -3.3416, 0.6994)
H (1.7746, -4.1288, -0.0317)
H (4.7602, -2.7626, -0.8150)
H (4.2317, -2.4452, -2.5462)
H (3.3802, -0.1066, -1.9235)
H (5.2297, -0.2829, -1.6792)
H (4.8365, 0.5746, 0.5173)
H (4.2697, -1.1695, 0.8924)
H (2.0365, -0.4133, 1.4311)
H (1.9668, 0.3406, -0.3311)
H (2.8623, 1.7097, 2.4722)
H (3.4847, 2.3118, 0.8314)
H (1.7023, 3.7397, 1.2921)
H (0.9814, 2.6209, 0.0369)
H (-0.3859, 3.4241, 2.3890)
H (0.6936, 2.1956, 3.2122)
H (-0.7033, 0.4045, 2.5843)
H (-1.9471, 1.7043, 2.2676)
H (-0.1543, 0.8007, -0.2414)
H (-1.4716, 3.1186, 0.1453)
H (-2.5619, 2.3588, -2.5097)
H (-0.9541, 1.4151, -2.2348)
H (0.0883, 3.2357, -2.6262)
H (-1.2835, 4.1740, -2.7589)
H (-3.8685, 3.2743, -0.2477)
H (-3.7177, 2.0600, 1.1164)
H (-2.6617, -0.1975, -2.0266)
H (-1.0043, -0.9481, -1.8308)
H (-3.7679, -2.6635, -1.5360)
H (-2.3963, -4.3061, -1.9692)
H (-0.4188, -2.2964, -0.0396)
H (-0.0223, -1.1932, 1.3632)
H (-1.5545, -4.5057, 0.8376)

natural (NBO) atomic charge list, values in e, 4 entries: C -0.2648; O -0.5578; C -0.0675; C -0.4286

=====

This record from the Open Molecules 2025 dataset describes 2 unconnected molecules or ions with the total composition C18H34NO4. The level of theory is ωB97M-V with the def2-TZVPD basis set.

HOMO energy (spin up / spin down) = -7.9153 / -9.1252 eV
E_LUMO (spin up / spin down) = 0.602 / 0.599 eV
energy relative to the best compared isomer or geometry (same formula, charge and spin) = 30.6 kcal per mole
multiplicity = 2
orbital gap (spin up / spin down) = 8.5172 / 9.7245 eV

Geometry (Å):
C (4.8294, -0.1108, 2.3694)
C (3.4093, -0.5926, 2.7050)
C (2.2886, 0.2080, 2.0428)
O (1.7480, -0.5717, 0.9834)
C (0.4339, -0.2858, 0.4887)
C (0.5406, -0.5911, -1.0051)
C (1.4086, 0.3423, -1.8107)
O (2.1788, 1.1566, -1.3665)
C (-0.5638, -1.2735, 1.0952)
C (-1.0027, -1.0409, 2.5468)
C (-0.1112, -1.8194, 3.5130)
C (-2.4510, -1.5078, 2.7366)
N (-0.8984, 0.3974, 2.9009)
O (-1.3490, 0.6970, 4.0545)
C (-0.9566, 1.4752, 1.8793)
C (-0.4994, 2.7647, 2.5501)
C (-2.4063, 1.6356, 1.4025)
C (-0.0163, 1.1691, 0.6935)
H (5.3025, 0.3737, 3.2228)
H (4.8181, 0.6060, 1.5475)
H (5.4773, -0.9343, 2.0726)
H (3.2836, -1.6308, 2.3954)
H (3.2560, -0.5747, 3.7851)
H (2.6909, 1.1396, 1.6284)
H (1.5087, 0.4714, 2.7629)
H (0.9495, -1.5999, -1.1317)
H (-0.4435, -0.6014, -1.4844)
H (1.2765, 0.2351, -2.9073)
H (-1.4434, -1.3182, 0.4470)
H (-0.0942, -2.2584, 1.0500)
H (-0.3284, -1.5243, 4.5377)
H (0.9449, -1.6570, 3.3023)
H (-0.3095, -2.8859, 3.3979)
H (-2.6838, -1.6192, 3.7939)
H (-2.5784, -2.4758, 2.2489)
H (-3.1608, -0.8102, 2.2957)
H (0.5063, 2.6501, 2.9551)
H (-1.1718, 3.0473, 3.3559)
H (-0.4780, 3.5596, 1.8037)
H (-2.6921, 0.8529, 0.6977)
H (-2.5208, 2.5999, 0.9049)
H (-3.0839, 1.6092, 2.2553)
H (0.8684, 1.7979, 0.7503)
H (-0.5374, 1.4872, -0.2120)
C (-1.4906, 0.7642, -6.0229)
C (-1.5609, -0.6729, -6.5364)
C (-0.5718, -1.3745, -5.6148)
O (-0.6355, -0.6821, -4.3650)
C (-1.3537, 0.5434, -4.5223)
H (-2.3631, 1.3631, -6.2794)
H (-0.6033, 1.2642, -6.4158)
H (-2.5653, -1.0769, -6.3955)
H (-1.2957, -0.7736, -7.5877)
H (0.4480, -1.3119, -6.0080)
H (-0.8117, -2.4240, -5.4420)
H (-2.3354, 0.4495, -4.0453)
H (-0.8005, 1.3395, -4.0199)

natural (NBO) atomic charge list, values in e, 4 entries: C -0.6095; C -0.4328; C -0.0660; O -0.5695

=====

This record from the Open Molecules 2025 dataset describes a molecular structure, C18H35BBaF4NO8 in a non-equilibrium geometry. The level of theory is ωB97M-V with the def2-TZVPD basis set.

charge = +1
HOMO energy = -10.8848 eV
E_LUMO = -5.872 eV
energy relative to the best compared isomer or geometry (same formula, charge and spin) = 48.7 kcal per mole
multiplicity = 1
orbital gap = 5.0130 eV

Geometry (Å):
Ba (2.7726, 0.1106, -0.1619)
B (-1.4564, -0.9244, 2.2037)
F (-2.4881, -1.0404, 3.0195)
F (-0.3514, -1.5619, 2.6301)
F (-1.6090, -1.2428, 0.9064)
F (-0.9436, 0.3415, 2.1188)
C (-9.5780, -1.2563, 0.2205)
C (-10.8067, -0.4934, 0.2700)
C (-10.7538, 0.7934, 0.7810)
C (-9.5683, 1.3518, 1.1948)
C (-8.3828, 0.6979, 0.9909)
C (-8.3461, -0.6119, 0.5901)
N (-9.6172, 2.7103, 1.7190)
O (-8.6530, 3.3498, 1.8296)
O (-10.6508, 3.2721, 1.8556)
H (-9.6725, -2.2693, -0.1419)
H (-11.7856, -0.9137, 0.0930)
H (-11.6685, 1.3413, 0.9526)
H (-7.4586, 1.2265, 1.1719)
H (-7.4415, -1.2003, 0.6332)
C (0.8516, -4.6717, -1.8771)
O (1.5173, -3.6900, -2.6502)
C (1.5080, -3.8808, -4.0675)
C (2.3762, -2.7473, -4.7126)
O (1.9212, -1.4702, -4.2910)
C (2.2430, -0.5176, -5.3329)
H (-0.2165, -4.4945, -1.7513)
H (1.3719, -4.6332, -0.9200)
H (0.9746, -5.7057, -2.1994)
H (0.5030, -3.9909, -4.4749)
H (1.9333, -4.8655, -4.2615)
H (2.0840, -2.8558, -5.7571)
H (3.4401, -2.9450, -4.5818)
H (2.2835, 0.5233, -5.0120)
H (1.3159, -0.6452, -5.8917)
H (3.1701, -0.6691, -5.8857)
C (5.7773, -4.3276, 1.7144)
O (5.2980, -3.1554, 2.2675)
C (5.6383, -3.1999, 3.6756)
C (5.3913, -1.8374, 4.3354)
O (5.7878, -0.7327, 3.5197)
C (7.1971, -0.4448, 3.5049)
H (5.5617, -4.4203, 0.6500)
H (5.5253, -5.2968, 2.1447)
H (6.8584, -4.2589, 1.5932)
H (6.7041, -3.4175, 3.7448)
H (5.1022, -4.0150, 4.1618)
H (5.8486, -1.9118, 5.3220)
H (4.3420, -1.8338, 4.6302)
H (7.9079, -1.2593, 3.3654)
H (7.3797, 0.1707, 4.3858)
H (7.3851, 0.2990, 2.7306)
C (2.8283, 5.4382, 0.9668)
O (2.3951, 4.8287, -0.2520)
C (1.7979, 5.7675, -1.2045)
C (0.2200, 5.6666, -1.2076)
O (0.0143, 4.2862, -1.5023)
C (-1.4159, 3.9744, -1.4931)
H (3.3908, 6.3385, 0.7198)
H (3.6158, 4.8618, 1.4523)
H (2.0522, 5.7894, 1.6468)
H (2.1384, 5.4387, -2.1864)
H (2.1820, 6.7875, -1.1898)
H (-0.3151, 6.3132, -1.9030)
H (-0.0069, 5.8894, -0.1650)
H (-1.8697, 4.3070, -0.5595)
H (-1.5580, 2.9639, -1.8761)
H (-1.9917, 4.5689, -2.2024)

natural (NBO) atomic charge list, values in e, 4 entries: Ba 1.9679; B 1.2964; F -0.5255; F -0.5864

=====

Table of DFT total energy (hartree), in record order: -2184.8550 -1872.5285 -1267.3487 -1665.1636 -1061.8708 -1812.9297